Version P
Here is 2 unconnected molecules or ions with the total composition C4H10ClN2 from OMol25. Energies are from ωB97M-V with the def2-TZVPD basis set.

The value obtained for the LUMO energy is -4.443 eV. The value obtained for the HOMO energy is -13.053 eV.

```
! RIJCOSX wB97M-V def2-TZVPD def2/J DEFGRID3
* xyz 1 1
C -0.730 -0.335 0.375
C 2.971 0.728 -1.324
C -2.964 0.149 0.610
C 2.211 -0.019 -0.343
N -0.708 -1.580 0.642
N -1.673 0.574 0.267
Cl 2.876 0.365 1.157
H 2.998 1.759 -1.236
H 4.069 0.508 -1.306
H 2.704 0.442 -2.330
H -2.942 -0.737 1.126
H -3.528 0.045 -0.350
H -3.390 0.897 1.194
H 0.373 -0.038 0.296
H 0.317 -1.934 0.609
H -1.328 -2.339 0.516
H -1.255 1.515 0.097
*
```

---

Version Q
Here is a molecular structure, C4H10ClN2 from OMol25. Energies are from ωB97M-V with the def2-TZVPD basis set.

The value obtained for the LUMO energy is -3.184 eV. The value obtained for the HOMO energy is -12.783 eV.

```
! RIJCOSX wB97M-V def2-TZVPD def2/J DEFGRID3
* xyz 1 1
C 0.908 -0.165 -0.279
C 0.672 1.123 -0.714
C -3.168 1.837 0.643
C -2.095 1.073 0.754
N 1.210 -1.249 -0.081
N 1.625 -3.691 0.119
Cl -1.981 -0.227 -0.370
H 1.379 1.813 -0.381
H 0.711 1.173 -1.855
H -0.336 1.600 -0.546
H -3.791 1.605 -0.317
H -3.532 2.653 1.362
H -1.290 1.297 1.413
H 1.491 -2.567 -0.024
H 2.336 -3.966 0.971
H 0.763 -4.168 0.401
H 1.931 -4.237 -0.637
*
```

---

Most favorable structure: version Q. The second most favorable one is 1.842 eV above it.